The following is a quantum chemistry calculation of a cluster of 16 separate species, C72H172N4O16 in total at a distorted geometry, from the Open Molecules 2025 dataset.

Last columns: bonded neighbours and bond lengths (Å).
Element x y z (Å)
1 H -0.93738 -5.54019 6.08337  C238 1.090
2 C 5.09824 1.09275 2.40809  H34 1.090, C107 1.552, O186 1.435, C217 1.571
3 H 3.86619 -3.40836 6.17941  C74 1.090
4 O -5.99245 -2.37818 -1.05913  H146 0.960, N220 1.459
5 H 5.58866 -1.02176 2.04332  C217 1.090
6 H 0.61723 2.92728 0.81887  C229 1.090
7 C 0.39170 -2.52590 0.80832  H73 1.090, H100 1.090, C158 1.548, H195 1.090
8 H -0.52397 -0.59603 2.47660  O68 0.960
9 C 2.96050 -0.10663 6.81292  C60 1.516, H64 1.090, H81 1.090, H262 1.090
10 C 3.85213 -6.58937 4.72664  H27 1.090, H104 1.090, C113 1.537, H165 1.090
11 O 2.86413 3.19325 5.53750  H18 0.960, C254 1.391
12 H -3.84261 0.27387 -6.17743  C19 1.090
13 H 1.32047 -0.94164 -1.48785  C211 1.090
14 H -0.96661 5.89816 -1.53701  C194 1.090
15 C -0.73743 1.96052 -4.90961  C59 1.539, H102 1.090, H214 1.090, H230 1.090
16 H 1.21729 4.43771 3.82858  C241 1.090
17 H -0.49074 -5.08967 -4.13354  C207 1.090
18 H 2.54221 2.29721 5.41465  O11 0.960
19 C -3.24759 0.75513 -6.95360  H12 1.090, H77 1.090, H152 1.090, C200 1.516
20 H 5.93145 -1.96202 -2.32668  C224 1.090
21 C 3.46398 7.42100 0.60344  C126 1.507, H150 1.090, H192 1.090, H201 1.090
22 H -0.99314 4.29491 1.89992  C179 1.090
23 H -0.62501 0.01231 -8.97581  C190 1.090
24 C 1.85083 -5.81390 1.18058  C53 1.584, H56 1.090, H212 1.090, H223 1.090
25 C -4.03217 0.74032 1.72158  H58 1.090, C125 1.490, H213 1.090, H246 1.090
26 H -5.51347 -1.57644 -4.31320  C67 1.090
27 H 4.53326 -7.43796 4.79028  C10 1.090
28 H 6.79124 2.31243 2.85861  C107 1.090
29 C -0.40459 1.93808 -8.02834  C124 1.539, H149 1.090, C190 1.528, H263 1.090
30 H 2.16557 -8.24842 2.81100  C257 1.090
31 H 4.37399 3.86677 -2.32661  C182 1.090
32 O 5.07931 -4.64567 4.04702  H45 0.960, C113 1.416
33 H 2.02001 3.42716 -4.31602  C155 1.090
34 H 4.09190 1.11787 1.99005  C2 1.090
35 C 1.58841 5.03867 -2.98727  H89 1.090, H119 1.090, H128 1.090, C155 1.496
36 C -3.28452 -1.20831 -1.62895  H161 1.090, H196 1.090, C221 1.594, H260 1.090
37 C -2.03656 -5.23069 0.41412  H63 1.090, C91 1.502, H106 1.090, H237 1.090
38 H 2.85040 -1.51493 3.04988  C130 1.090
39 C -2.20813 -7.39194 1.69104  C91 1.569, H170 1.090, H183 1.090, H202 1.090
40 H 2.64520 -3.90183 5.02331  C74 1.090
41 C -0.63459 0.62194 0.04773  H50 1.090, H98 1.090, C189 1.536, H209 1.090
42 C -4.46135 0.66519 -2.85825  H120 1.090, C174 1.544, H191 1.090, C221 1.601
43 H -5.00056 -2.83802 -3.27622  C67 1.090
44 H -3.17019 -1.15611 -8.71048  C75 1.090
45 H 5.31331 -3.73434 4.23757  O32 0.960
46 H -2.41273 0.62419 4.79288  C185 1.090
47 C -1.18043 6.04816 0.54847  C109 1.548, C179 1.592, C194 1.505, N251 1.483
48 C 6.26630 -1.80441 -4.49528  H110 1.090, C121 1.527, O122 1.360, C224 1.526
49 H -5.53888 2.30933 -3.67764  C174 1.090
50 H -0.52664 -0.14967 -0.71455  C41 1.090
51 H 3.19938 -2.79241 2.02872  C130 1.090
52 H 0.72203 -1.83732 6.83778  C218 1.090
53 C 2.03120 -7.31750 0.71570  C24 1.584, O108 1.387, H210 1.090, C257 1.609
54 H 3.02265 4.80055 1.58698  C166 1.090
55 H -2.94175 -1.93614 -7.16663  C75 1.090
56 H 2.67456 -5.54507 1.84185  C24 1.090
57 H -0.09444 7.84740 1.18840  C109 1.090
58 H -3.35086 1.31627 1.09532  C25 1.090
59 C -0.07774 0.82237 -5.70741  C15 1.539, C124 1.543, N252 1.504, C259 1.517
60 C 2.05510 -0.47705 5.65485  C9 1.516, O61 1.411, H215 1.090, C218 1.544
61 O 1.89232 0.63771 4.80495  C60 1.411, H143 0.960
62 H 7.37818 -0.09893 -3.54029  C121 1.090
63 H -1.05453 -5.01816 0.83667  C37 1.090
64 H 3.48454 0.82741 6.61031  C9 1.090
65 H 4.17201 3.91341 0.60432  C166 1.090
66 C -3.98350 4.72385 1.70169  C127 1.560, H164 1.090, H233 1.090, H249 1.090
67 C -4.71556 -1.84383 -3.62042  H26 1.090, H43 1.090, H144 1.090, C221 1.568
68 O 0.35836 -0.37769 2.78549  H8 0.960, N232 1.378
69 H 2.82664 1.16966 -0.05786  C226 1.090
70 H 5.20381 3.26702 2.95897  C107 1.090
71 H -6.06402 0.73374 -4.28022  C174 1.090
72 C -1.42340 -3.93651 3.91987  H133 1.090, H198 1.090, C205 1.495, H208 1.090
73 H -0.29505 -2.08042 0.08858  C7 1.090
74 C 3.42531 -4.27502 5.68683  H3 1.090, H40 1.090, C113 1.512, H117 1.090
75 C -2.42501 -1.37612 -7.94602  H44 1.090, H55 1.090, H134 1.090, C200 1.558
76 H 3.51791 5.68375 -4.04062  O151 0.960
77 H -3.84275 0.94690 -7.84641  C19 1.090
78 H -3.48004 1.88900 4.25236  C185 1.090
79 H 0.04956 4.80124 5.06779  C241 1.090
80 H 0.55246 0.04657 -3.87093  C259 1.090
81 H 3.77759 -0.82684 6.85469  C9 1.090
82 O 0.02293 -2.70807 -4.04138  H111 0.960, C236 1.382
83 H 0.72221 6.82831 0.00346  C109 1.090
84 H -1.12076 -3.84904 6.51478  C238 1.090
85 H 1.84336 -9.38300 1.53750  C257 1.090
86 H -7.55235 -1.34351 -3.87013  C94 1.090
87 H -2.87474 -5.34767 4.57421  C205 1.090
88 H -6.72017 1.77325 -1.45655  C173 1.090
89 H 1.86078 5.77670 -2.23281  C35 1.090
90 H -0.23185 -5.61399 -2.51658  C207 1.090
91 C -2.52457 -6.64994 0.34508  C37 1.502, C39 1.569, O199 1.344, H219 1.090
92 C -3.59447 4.78838 -0.79158  H99 1.090, C101 1.542, C127 1.532, H147 1.090
93 H 3.09116 2.61312 -2.30331  C182 1.090
94 C -7.99145 -1.12125 -2.89756  H86 1.090, H115 1.090, H135 1.090, C180 1.520
95 C -7.95368 -0.18997 -0.47517  H175 1.090, H177 1.090, C180 1.609, H256 1.090
96 C 1.68557 -3.74027 -2.81726  H139 1.090, H176 1.090, C236 1.527, H248 1.090
97 C -4.91768 6.65947 0.23481  C127 1.564, H142 1.090, H216 1.090, H231 1.090
98 H -1.05001 1.54992 -0.34518  C41 1.090
99 H -3.72209 5.42649 -1.66600  C92 1.090
100 H 0.69630 -3.39902 0.23127  C7 1.090
101 C -2.17792 4.18122 -0.75716  C92 1.542, H105 1.090, H163 1.090, C194 1.552
102 H -0.08691 2.65382 -4.37644  C15 1.090
103 H 0.12941 2.07729 2.32019  C229 1.090
104 H 3.47189 -6.52937 3.70688  C10 1.090
105 H -2.15306 3.56614 0.14238  C101 1.090
106 H -2.86801 -4.66800 0.83857  C37 1.090
107 C 5.78541 2.48263 2.47464  C2 1.552, H28 1.090, H70 1.090, H169 1.090
108 O 0.94627 -7.51348 -0.12563  C53 1.387, H222 0.960
109 C -0.24132 7.25124 0.28778  C47 1.548, H57 1.090, H83 1.090, H187 1.090
110 H 5.72562 -1.96555 -5.42791  C48 1.090
111 H 0.30941 -3.23536 -4.79070  O82 0.960
112 H 1.02254 2.37096 -6.47637  C124 1.090
113 C 4.46010 -5.24869 5.16879  C10 1.537, O32 1.416, C74 1.512, H154 1.090
114 H 6.97956 0.17086 1.94594  C217 1.090
115 H -8.93958 -0.60855 -3.05968  C94 1.090
116 H 5.82625 0.31041 -4.11615  C121 1.090
117 H 3.02359 -4.82536 6.53762  C74 1.090
118 H 4.20331 0.91553 4.19913  O186 0.960
119 H 0.92869 4.35914 -2.44772  C35 1.090
120 H -3.71461 0.69585 -3.65169  C42 1.090
121 C 6.67227 -0.34119 -4.33471  C48 1.527, H62 1.090, H116 1.090, H138 1.090
122 O 7.42173 -2.52039 -4.53195  C48 1.360, H225 0.960
123 H -0.86005 5.88212 2.72468  C179 1.090
124 C 0.58026 1.48656 -6.93497  C29 1.539, C59 1.543, H112 1.090, H137 1.090
125 C -3.39807 0.12182 2.91924  C25 1.490, H156 1.090, C185 1.543, O235 1.368
126 C 4.25396 6.14129 0.50578  C21 1.507, H141 1.090, C166 1.556, O244 1.421
127 C -3.74822 5.64798 0.46680  C66 1.560, C92 1.532, C97 1.564, N251 1.482
128 H 1.08765 5.61404 -3.76591  C35 1.090
129 H -0.15215 -2.91009 -2.08528  C236 1.090
130 C 2.34885 -2.20046 2.36680  H38 1.090, H51 1.090, C158 1.566, H255 1.090
131 H 1.77281 0.99538 -4.60679  C259 1.090
132 H 3.06368 -0.45289 -1.70760  C211 1.090
133 H -1.85558 -3.83327 2.92454  C72 1.090
134 H -1.70063 -2.08247 -8.35154  C75 1.090
135 H -8.19191 -2.12396 -2.52007  C94 1.090
136 C 1.25540 3.53064 7.24650  H178 1.090, H206 1.090, H245 1.090, C254 1.570
137 H 1.28173 0.78262 -7.38276  C124 1.090
138 H 7.14906 0.12409 -5.19743  C121 1.090
139 H 1.96500 -4.10223 -1.82781  C96 1.090
140 H 0.20842 -0.22079 6.65855  C218 1.090
141 H 5.03503 6.10482 1.26519  C126 1.090
142 H -4.72351 7.43600 -0.50506  C97 1.090
143 H 1.31633 0.30588 4.11233  O61 0.960
144 H -3.82839 -1.87155 -4.25307  C67 1.090
145 O -1.73081 -0.74527 -4.94565  H240 0.960, N252 1.436
146 H -6.33713 -2.83106 -1.83223  O4 0.960
147 H -4.29069 3.95145 -0.84566  C92 1.090
148 H -1.66788 -4.68279 -2.94954  C207 1.090
149 H -1.01181 2.79073 -7.72442  C29 1.090
150 H 4.07204 8.24436 0.97819  C21 1.090
151 O 3.28767 4.88843 -4.52649  H76 0.960, C155 1.347
152 H -2.93280 1.69375 -6.49753  C19 1.090
153 H 4.42896 -2.19088 -3.19563  C224 1.090
154 H 5.19995 -5.38388 5.95774  C113 1.090
155 C 2.55615 4.13443 -3.68324  H33 1.090, C35 1.496, O151 1.347, C182 1.522
156 H -4.18238 -0.30320 3.54558  C125 1.090
157 H 2.82418 4.53466 -0.19985  C166 1.090
158 C 1.56667 -1.58152 1.15994  C7 1.548, C130 1.566, N232 1.459, C253 1.485
159 H -1.93986 1.64506 3.41881  C185 1.090
160 H 5.63761 5.44048 -0.57406  O244 0.960
161 H -3.21940 -0.77502 -0.63089  C36 1.090
162 H -2.49248 8.20268 1.38156  O193 0.960
163 H -1.96938 3.50824 -1.58885  C101 1.090
164 H -3.25173 3.91787 1.75640  C66 1.090
165 H 2.97480 -6.89542 5.29650  C10 1.090
166 C 3.50938 4.77883 0.61193  H54 1.090, H65 1.090, C126 1.556, H157 1.090
167 H 0.35394 3.20130 4.59015  C241 1.090
168 H 5.55347 -3.39563 -3.19402  C224 1.090
169 H 6.04250 2.88988 1.49682  C107 1.090
170 H -2.20486 -8.47163 1.54153  C39 1.090
171 H 0.58574 -8.33937 2.17594  C257 1.090
172 H 0.48707 5.24438 1.81676  C179 1.090
173 C -6.91868 1.13417 -2.31693  H88 1.090, C174 1.574, C180 1.588, H243 1.090
174 C -5.77339 1.28551 -3.38625  C42 1.544, H49 1.090, H71 1.090, C173 1.574
175 H -8.51989 -1.09314 -0.24759  C95 1.090
176 H 1.93125 -4.56040 -3.49190  C96 1.090
177 H -8.70628 0.59698 -0.52424  C95 1.090
178 H 0.43679 4.17541 7.56628  C136 1.090
179 C -0.60083 5.30973 1.83402  H22 1.090, C47 1.592, H123 1.090, H172 1.090
180 C -7.16587 -0.36828 -1.86662  C94 1.520, C95 1.609, C173 1.588, N220 1.495
181 H 2.83855 -2.37158 -0.38742  C253 1.090
182 C 3.61048 3.35380 -2.91143  H31 1.090, H93 1.090, C155 1.522, H247 1.090
183 H -1.31422 -6.96124 2.14218  C39 1.090
184 H -0.80801 -7.09691 -0.31543  O199 0.960
185 C -2.77440 1.13614 3.90114  H46 1.090, H78 1.090, C125 1.543, H159 1.090
186 O 4.97380 0.57352 3.73981  C2 1.435, H118 0.960
187 H -0.52205 7.83670 -0.58774  C109 1.090
188 H 1.40591 -0.69758 -5.23403  C259 1.090
189 C 0.76343 0.79639 0.66032  C41 1.536, C226 1.581, C229 1.521, N232 1.502
190 C -1.24269 0.72554 -8.43001  H23 1.090, C29 1.528, C200 1.570, H227 1.090
191 H -4.12392 1.24389 -1.99839  C42 1.090
192 H 2.98549 7.75961 -0.31553  C21 1.090
193 O -2.70343 7.36809 1.80647  H162 0.960, N251 1.382
194 C -1.01897 5.21163 -0.69200  H14 1.090, C47 1.505, C101 1.552, H261 1.090
195 H -0.20576 -2.83893 1.66456  C7 1.090
196 H -2.41861 -1.01800 -2.26304  C36 1.090
197 H 5.82711 -0.00171 0.63145  C217 1.090
198 H -0.70107 -4.74460 3.80442  C72 1.090
199 O -1.72178 -7.16625 -0.60148  C91 1.344, H184 0.960
200 C -1.99518 -0.03463 -7.28125  C19 1.516, C75 1.558, C190 1.570, N252 1.486
201 H 2.71838 7.18108 1.36147  C21 1.090
202 H -2.96964 -7.18757 2.44367  C39 1.090
203 O -3.33003 -3.39225 5.12030  C205 1.386, H250 0.960
204 H 2.31339 5.04478 6.02877  C254 1.090
205 C -2.42144 -4.41962 4.92255  C72 1.495, H87 1.090, O203 1.386, C238 1.504
206 H 0.81477 2.53467 7.20192  C136 1.090
207 C -0.59115 -4.76485 -3.09792  H17 1.090, H90 1.090, H148 1.090, C236 1.479
208 H -0.85650 -3.02095 4.08860  C72 1.090
209 H -1.43482 0.29653 0.71244  C41 1.090
210 H 2.99415 -7.38671 0.20971  C53 1.090
211 C 2.20653 -0.49608 -1.03564  H13 1.090, H132 1.090, C226 1.553, C253 1.498
212 H 1.90047 -5.21295 0.27256  C24 1.090
213 H -4.92431 1.33826 1.90774  C25 1.090
214 H -1.32769 2.62700 -5.53849  C15 1.090
215 H 2.53393 -1.32126 5.15872  C60 1.090
216 H -5.12046 7.20386 1.15710  C97 1.090
217 C 5.93571 -0.04195 1.71528  C2 1.571, H5 1.090, H114 1.090, H197 1.090
218 C 0.68598 -1.03009 6.10622  H52 1.090, C60 1.544, H140 1.090, H234 1.090
219 H -3.53005 -6.78132 -0.05474  C91 1.090
220 N -5.85512 -1.00414 -1.53035  O4 1.459, C180 1.495, C221 1.508
221 C -4.63334 -0.85970 -2.40276  C36 1.594, C42 1.601, C67 1.568, N220 1.508
222 H 0.78484 -8.44488 -0.29303  O108 0.960
223 H 0.83611 -5.61602 1.52597  C24 1.090
224 C 5.50997 -2.30916 -3.27006  H20 1.090, C48 1.526, H153 1.090, H168 1.090
225 H 7.93096 -2.19003 -3.78821  O122 0.960
226 C 1.85491 0.91043 -0.47815  H69 1.090, C189 1.581, C211 1.553, H242 1.090
227 H -2.01551 1.03584 -9.13326  C190 1.090
228 H 1.81193 2.32454 1.84742  C229 1.090
229 C 0.81729 2.07993 1.47467  H6 1.090, H103 1.090, C189 1.521, H228 1.090
230 H -1.24281 1.61972 -4.00598  C15 1.090
231 H -5.87554 6.19304 0.00444  C97 1.090
232 N 1.12510 -0.27804 1.64533  O68 1.378, C158 1.459, C189 1.502
233 H -4.00920 5.25833 2.65131  C66 1.090
234 H 0.04948 -1.34938 5.28098  C218 1.090
235 O -2.51240 -0.88059 2.63386  C125 1.368, H264 0.960
236 C 0.17979 -3.51436 -2.92955  O82 1.382, C96 1.527, H129 1.090, C207 1.479
237 H -2.08419 -4.75381 -0.56487  C37 1.090
238 C -1.66406 -4.73393 6.18328  H1 1.090, H84 1.090, C205 1.504, H258 1.090
239 H 3.55274 -1.14024 0.47165  C253 1.090
240 H -1.20308 -1.53645 -4.81473  O145 0.960
241 C 0.87299 4.13262 4.81674  H16 1.090, H79 1.090, H167 1.090, C254 1.452
242 H 1.53471 1.67851 -1.18215  C226 1.090
243 H -7.81505 1.62382 -2.69752  C173 1.090
244 O 4.96868 6.11284 -0.72258  C126 1.421, H160 0.960
245 H 2.04293 3.60657 7.99625  C136 1.090
246 H -4.44159 -0.10510 1.16865  C25 1.090
247 H 4.20322 2.83996 -3.66822  C182 1.090
248 H 2.22336 -2.82511 -3.06496  C96 1.090
249 H -4.94387 4.23671 1.53292  C66 1.090
250 H -2.92075 -2.53677 4.97118  O203 0.960
251 N -2.57629 6.51756 0.72506  C47 1.483, C127 1.482, O193 1.382
252 N -1.09084 -0.21168 -6.11496  C59 1.504, O145 1.436, C200 1.486
253 C 2.57521 -1.42340 0.08132  C158 1.485, H181 1.090, C211 1.498, H239 1.090
254 C 1.84473 4.06988 5.89447  O11 1.391, C136 1.570, H204 1.090, C241 1.452
255 H 1.71959 -2.88159 2.93970  C130 1.090
256 H -7.29979 0.05613 0.36147  C95 1.090
257 C 1.63110 -8.36635 1.86837  H30 1.090, C53 1.609, H85 1.090, H171 1.090
258 H -2.43182 -5.01507 6.90412  C238 1.090
259 C 1.02018 0.24101 -4.83609  C59 1.517, H80 1.090, H131 1.090, H188 1.090
260 H -3.38325 -2.28126 -1.46423  C36 1.090
261 H -0.09019 4.67286 -0.50439  C194 1.090
262 H 2.42778 -0.10805 7.76388  C9 1.090
263 H 0.13996 2.33730 -8.88402  C29 1.090
264 H -2.92334 -1.55310 2.08571  O235 0.960

Properties
- 2S+1 = 2
- frontier orbital gap (alpha / beta) (eV) = 7.24 / 3.10
- DFT total energy (a.u.) = -4268.71348
- expectation value of S² = 0.75
- energy above the lowest of the compared OMol25 structures with the same formula, charge and spin (kcal/mol) = 2.9
- net charge = +1